The following is a DFT calculation (wB97M-V/def2-TZVPD) of C34H38HfN5O4S as an isolated structure.

Results
Total energy in eV: -63660.897
Net charge: -1
Kohn-Sham gap in eV: 3.3
Relative energy (zero: lowest compared OMol25 entry of this formula, charge and spin) in kcal/mol: 23.9

```
83
Properties=species:S:1:pos:R:3:mulliken_charge:R:1
Hf -0.16319 -0.20001 -0.05369 1.869
C -3.17815 -2.66641 0.53713 -1.952
N -1.78635 -2.35383 0.22498 0.583
C -1.25391 -3.24883 -0.82309 -0.785
C 0.04055 -3.00400 -1.29359 0.066
C 0.86400 -3.73382 -2.16960 -1.111
C 2.05721 -2.97031 -2.37076 -0.617
C 1.99276 -1.83251 -1.62919 -0.717
N 0.74106 -1.82387 -0.93133 1.093
C -4.27230 -1.64664 0.27329 0.193
C -4.03859 -0.29099 0.10714 1.354
C -5.08962 0.61252 -0.01014 -1.001
C -6.40228 0.16583 0.01786 -0.951
C -6.65250 -1.19531 0.15846 -0.573
C -5.59659 -2.08517 0.28681 -0.766
H -3.24199 -2.91392 1.60455 0.355
H -3.44870 -3.57844 0.00166 0.425
H -1.78568 -4.16744 -1.02622 0.155
H 0.61489 -4.69108 -2.60456 0.412
H 2.89633 -3.24422 -2.99882 0.418
H 2.68911 -1.01635 -1.53979 0.329
H -3.01808 0.05404 0.05334 0.649
H -4.87505 1.67104 -0.11843 0.470
H -7.22235 0.86729 -0.07462 0.385
H -7.67244 -1.56272 0.16891 0.373
H -5.79934 -3.14608 0.39969 0.416
N -1.08440 3.31785 -2.58171 -0.456
C -1.26970 2.18212 -1.89471 0.353
O -0.70132 2.05130 -0.79686 -0.504
C -2.13723 1.08442 -2.41098 -0.314
C -1.45613 -0.22884 -2.01001 -1.744
H -0.37281 3.96506 -2.27015 0.108
H -1.41973 3.37974 -3.52621 0.258
H -2.34094 1.21756 -3.48109 0.622
H -3.09443 1.19687 -1.89013 0.008
H -0.66557 -0.43294 -2.74547 0.685
H -2.15049 -1.06594 -2.08998 0.423
O 1.20179 2.97141 1.60521 -0.695
C 1.39930 3.78750 0.54995 0.704
C 1.08923 5.13773 0.71356 -0.670
C 1.29845 6.02791 -0.32395 -0.344
C 1.82590 5.59114 -1.53590 -0.575
C 2.13225 4.24548 -1.68620 -0.821
C 1.91579 3.33212 -0.66442 0.254
C 2.16395 1.87034 -0.95978 0.378
O 2.81056 1.53549 -1.92050 -0.707
O 1.57577 1.04821 -0.10789 -0.151
H 1.35009 2.05670 1.29025 -0.296
H 0.68136 5.45974 1.66420 0.454
H 1.04818 7.07350 -0.18549 0.392
H 1.99943 6.28730 -2.34607 0.389
H 2.53577 3.85862 -2.61304 0.408
N -0.81493 -1.30388 2.72077 0.069
C -1.58727 -0.23049 2.69667 0.178
N -1.51984 0.69562 1.76064 1.129
C -2.44317 1.72820 2.03715 -1.363
C -2.59550 2.91097 1.32887 -0.441
C -3.58571 3.80482 1.71387 -0.879
C -4.42276 3.54112 2.79790 -0.678
C -4.25914 2.37961 3.52886 -0.571
C -3.26172 1.49516 3.13982 1.016
S -2.81493 -0.00222 3.90474 -0.556
H -1.28958 -2.50767 1.09393 0.126
H -0.88112 -1.83952 3.58102 0.400
H -1.93072 3.13039 0.50671 0.394
H -3.70135 4.72830 1.15975 0.442
H -5.19232 4.24952 3.07773 0.394
H -4.88743 2.16434 4.38441 0.408
C 1.13160 0.13309 4.14994 -1.752
C 1.61316 -0.85200 3.07922 2.607
C 2.84936 -0.24937 2.40703 -1.644
C 2.03928 -2.15679 3.76575 -1.992
C 0.51036 -1.19356 2.02557 -1.288
H 1.97566 0.42386 4.78169 0.488
H 0.36805 -0.28828 4.81057 0.308
H 0.72908 1.04767 3.70209 0.230
H 3.69962 -0.28408 3.09684 0.584
H 2.68746 0.79346 2.13261 0.164
H 3.11672 -0.79507 1.49992 0.249
H 2.78320 -1.96897 4.54761 0.521
H 2.47246 -2.84563 3.03655 0.435
H 1.18353 -2.66124 4.23137 0.288
H 0.72624 -2.21060 1.69878 0.499
```